This record from the OMol25 dataset describes a molecular structure, C44H103N5O9 in a non-equilibrium geometry. The level of theory is ωB97M-V/def2-TZVPD.

The value obtained for the HOMO energy is -6.0070 eV. For the HOMO-LUMO gap, the calculation gives 6.33 eV. The relative energy (zero: lowest compared OMol25 entry of this formula, charge and spin) comes out at 62.261 eV. The molecular weight comes out at 846.3 g mol⁻¹.

The geometry in ORCA input format:
```
! wB97M-V def2-TZVPD RIJCOSX def2/J DEFGRID3
* xyz 0 1
C -15.83599 16.53990 -21.90664
C -16.34722 17.22930 -20.64783
C -16.89703 18.54641 -21.26540
C -17.88965 19.35175 -20.33590
C -18.92827 18.43316 -19.75894
C -18.45753 17.08394 -19.05149
N -17.45029 16.48642 -19.96815
O -17.03355 15.24456 -19.63271
C -17.84097 17.36922 -17.65914
C -19.60170 16.16950 -18.94727
C -15.19918 17.49306 -19.66305
H -15.26100 15.70090 -21.51476
H -15.23867 17.11670 -22.61275
H -16.69486 16.10018 -22.41368
H -15.99863 19.13807 -21.44121
H -17.40735 18.31505 -22.20035
H -18.30816 20.18308 -20.90320
H -17.24636 19.81173 -19.58576
H -19.62250 18.17222 -20.55773
H -19.34679 19.07285 -18.98193
H -17.32588 18.32980 -17.66760
H -18.60972 17.36623 -16.88641
H -17.04480 16.63645 -17.52772
H -20.19175 16.04516 -19.85527
H -19.37314 15.23969 -18.42639
H -20.33770 16.53765 -18.23250
H -14.80513 16.65806 -19.08373
H -15.67496 18.12644 -18.91434
H -14.38642 18.07965 -20.09134
H -16.66634 15.34506 -18.75143
C -14.13957 11.65651 -20.93607
C -14.17069 12.18094 -19.46919
C -12.78330 11.98224 -18.74256
C -11.70281 12.95673 -19.18963
C -12.08833 14.40380 -19.05783
C -13.31013 14.74363 -19.90664
N -14.35944 13.65036 -19.57590
O -15.69680 13.92582 -19.97192
C -13.82673 16.18175 -19.48473
C -12.93846 14.78806 -21.43686
C -15.25318 11.42730 -18.63350
H -14.96343 12.03609 -21.54045
H -14.34295 10.59390 -21.06865
H -13.26848 11.97260 -21.50999
H -12.86018 11.82675 -17.66645
H -12.50791 10.99945 -19.12515
H -11.35389 12.72371 -20.19564
H -10.84479 12.85168 -18.52566
H -11.13355 14.84172 -19.34887
H -12.39240 14.63274 -18.03644
H -14.49527 16.56368 -20.25627
H -14.28405 16.17667 -18.49532
H -13.04405 16.91993 -19.30978
H -12.38256 15.68919 -21.69579
H -12.27585 13.99067 -21.77335
H -13.91998 14.89887 -21.89776
H -15.65826 11.96551 -17.77657
H -14.81756 10.46706 -18.35733
H -16.11171 11.16917 -19.25351
H -15.66380 13.98271 -20.92967
C -12.41568 17.14914 -15.63833
C -13.88920 16.70649 -16.03298
C -13.80123 15.75865 -17.19357
C -15.03175 14.85058 -17.48106
C -15.25348 14.15642 -16.08322
C -15.56290 15.13947 -14.92887
N -14.47311 16.07102 -14.81339
O -14.40563 16.93901 -13.77240
C -16.91679 15.78301 -15.14911
C -15.68521 14.35623 -13.62088
C -14.67829 17.97198 -16.46182
H -12.28573 17.80956 -14.78098
H -11.83530 17.59637 -16.44532
H -11.86629 16.24632 -15.37150
H -13.47156 16.38043 -18.02592
H -12.96895 15.06263 -17.08884
H -14.72840 14.09238 -18.20301
H -15.83048 15.50917 -17.82222
H -14.32082 13.63990 -15.85639
H -15.87134 13.26524 -16.19341
H -17.34465 15.99963 -14.17028
H -16.90411 16.76099 -15.63024
H -17.63787 15.22113 -15.74277
H -15.98438 14.99063 -12.78653
H -16.52293 13.65948 -13.65037
H -14.78957 13.95967 -13.14269
H -14.11527 18.72791 -17.00925
H -15.21128 18.44577 -15.63747
H -15.47750 17.67960 -17.14290
H -13.60351 16.69972 -13.30236
C -17.66448 19.86514 -24.26040
C -18.89887 20.20247 -23.38193
C -19.05142 21.75396 -23.55110
C -20.34901 22.37576 -23.05430
C -21.56914 21.57468 -23.51229
C -21.43192 20.00647 -23.46672
N -20.13909 19.51916 -23.80012
O -20.02730 18.12047 -23.85362
C -21.96541 19.52640 -22.07332
C -22.35983 19.53881 -24.62822
C -18.59424 19.85262 -21.94372
H -17.90033 19.72859 -25.31578
H -17.17571 18.94851 -23.93030
H -16.87146 20.60438 -24.14740
H -18.13157 22.30709 -23.36136
H -19.14528 21.79773 -24.63617
H -20.34608 23.38963 -23.45446
H -20.31342 22.45515 -21.96777
H -21.90410 21.97368 -24.46973
H -22.38319 21.98494 -22.91469
H -22.76537 20.21259 -21.79531
H -22.31709 18.51391 -22.27154
H -21.22178 19.65083 -21.28616
H -23.36692 19.79323 -24.29787
H -22.14098 19.99698 -25.59274
H -22.23722 18.46144 -24.73926
H -18.72239 18.78007 -21.79783
H -19.16410 20.45021 -21.23220
H -17.52668 20.00406 -21.78410
H -19.84053 17.99506 -24.78688
C -16.93327 22.51090 -18.24555
C -18.21224 21.81284 -17.88209
C -18.74145 20.97485 -19.09062
O -19.93805 20.22121 -18.71914
C -20.71998 19.92700 -19.89124
N -17.98272 20.96316 -16.74754
H -16.57762 23.16842 -17.45228
H -17.20708 23.08278 -19.13217
H -16.21300 21.73148 -18.49417
H -19.04635 22.49716 -17.72701
H -17.97052 20.32921 -19.51123
H -19.05538 21.68353 -19.85699
H -20.08952 19.39707 -20.60524
H -21.19338 20.80889 -20.32282
H -21.60248 19.34786 -19.61943
H -17.63360 20.10277 -17.14497
H -18.91746 20.83098 -16.38851
C -16.99114 17.05001 -24.09762
O -17.60421 16.10347 -24.94129
H -15.93235 16.85288 -23.92968
H -17.05742 18.00093 -24.62626
H -17.57824 17.05422 -23.17925
H -18.05829 16.46977 -25.70368
C -20.94948 15.20840 -16.92698
O -19.98375 16.31101 -16.66953
H -21.07696 14.96554 -17.98191
H -20.61313 14.30341 -16.42105
H -21.90986 15.54530 -16.53676
H -20.17476 17.04995 -17.25185
C -15.45545 14.76219 -22.75622
O -15.93496 13.84310 -21.86772
H -14.72918 15.46700 -22.35141
H -15.13984 14.20248 -23.63669
H -16.26133 15.36487 -23.17506
H -16.84562 14.07363 -21.66985
C -18.09491 13.77831 -20.63779
O -17.64989 14.75863 -21.58232
H -17.89407 12.84145 -21.15744
H -17.38130 13.88176 -19.82038
H -19.09854 13.98701 -20.26728
H -17.68023 15.54673 -21.03497
*
```